1.
{
  "formula": "C22H26Cl2F5NRuSi",
  "method": "wB97M-V/def2-TZVPD",
  "elements": ["Ru", "C", "Si", "C", "N", "C", "C", "C", "C", "C", "C", "C", "C", "C", "C", "C", "C", "C", "C", "C", "C", "C", "H", "H", "H", "H", "H", "H", "H", "H", "H", "H", "H", "H", "H", "H", "H", "H", "H", "H", "H", "H", "H", "H", "H", "H", "Cl", "C", "Cl", "H", "H", "F", "C", "F", "C", "F", "F", "F"],
  "xyz": [[1.8365, -0.6360, 0.0158], [0.6303, -0.5944, -1.6714], [-0.9347, 0.2870, -1.0141], [-1.2021, -0.6759, 0.6493], [0.0829, -0.8237, 1.3398], [0.4895, 0.3268, 2.1853], [0.5840, -0.0257, 3.6728], [-0.6148, -0.8942, 4.0529], [-0.5813, -2.2248, 3.2819], [0.2943, -2.1196, 2.0166], [-2.4648, 0.0494, -2.0789], [-3.0572, -1.2120, -2.1766], [-4.2334, -1.3679, -2.8947], [-4.8039, -0.2743, -3.5304], [-4.2057, 0.9752, -3.4532], [-3.0294, 1.1409, -2.7351], [-0.6566, 2.1034, -0.6733], [0.4020, 2.7827, -1.2839], [0.5824, 4.1424, -1.0708], [-0.2958, 4.8343, -0.2516], [-1.3502, 4.1699, 0.3658], [-1.5351, 2.8139, 0.1506], [1.0891, -0.1155, -2.5380], [0.4481, -1.6526, -1.8960], [-1.5969, -1.6658, 0.4145], [-1.9312, -0.1688, 1.2847], [-0.2154, 1.1418, 2.0285], [1.4868, 0.7071, 1.8498], [0.5990, 0.9016, 4.2425], [1.5101, -0.5603, 3.8941], [-1.5410, -0.3504, 3.8540], [-0.5961, -1.0817, 5.1250], [-1.5867, -2.5383, 3.0035], [-0.1502, -3.0142, 3.8971], [0.0646, -2.9272, 1.3223], [1.3484, -2.1963, 2.3050], [-2.6167, -2.0826, -1.7011], [-4.6944, -2.3448, -2.9572], [-5.7155, -0.3981, -4.1000], [-4.6447, 1.8307, -3.9486], [-2.5682, 2.1198, -2.6833], [1.0774, 2.2588, -1.9516], [1.4009, 4.6571, -1.5568], [-0.1778, 5.9004, -0.1103], [-2.0366, 4.7092, 1.0049], [-2.3820, 2.3135, 0.6106], [2.6956, -3.0971, -0.0434], [3.8485, -4.2653, -0.7760], [3.7005, -4.2830, -2.5225], [3.5757, -5.2320, -0.3689], [4.8488, -3.9609, -0.4911], [3.5286, 0.7948, -2.0145], [3.2914, 0.6164, -0.7306], [3.0395, 1.8179, -0.1658], [4.5137, 0.0220, -0.0007], [4.0165, -0.3355, 1.2525], [4.8990, -1.1013, -0.5974], [5.5346, 0.8030, 0.1683]],
  "atomic_forces_ev_per_a": [[-1.6294, -1.0631, -0.5279], [0.7339, 0.2177, 0.5157], [-1.4388, 0.5842, 0.1906], [-0.1354, 0.2042, -0.6758], [0.6915, 0.1831, -0.1333], [0.0912, 0.2231, 0.4482], [-0.1300, -0.2056, -0.0563], [0.0844, 0.0157, 0.0297], [-0.0097, 0.1624, -0.0081], [-0.1230, -0.2829, 0.3329], [1.0243, -0.2821, 0.4586], [-0.2728, 0.0164, -0.1758], [0.1491, -0.1685, 0.1051], [-0.0605, 0.0464, -0.0707], [0.1166, 0.1263, 0.0326], [-0.1625, 0.0329, -0.0906], [0.4756, -0.6192, -0.1362], [-0.1173, 0.0238, 0.1088], [0.0571, 0.0105, -0.1028], [-0.0171, 0.0356, -0.0162], [-0.0845, -0.0609, 0.0050], [0.0305, -0.0166, 0.0576], [0.0357, 0.0147, 0.0235], [0.1023, -0.0510, 0.0742], [0.0529, -0.0258, 0.0466], [0.0474, 0.0042, 0.0583], [0.0633, 0.0164, -0.1907], [-0.0691, 0.0886, -0.0124], [0.0494, 0.0262, -0.0285], [0.0435, 0.0829, 0.0124], [0.0054, -0.0045, -0.0402], [-0.0415, -0.0135, -0.0047], [0.0116, -0.0341, -0.0002], [-0.0219, -0.0535, -0.0364], [0.0356, 0.0500, -0.0627], [0.0015, 0.0494, -0.0363], [0.0014, 0.0179, 0.0246], [-0.0401, 0.0341, -0.0447], [-0.0079, -0.0024, 0.0251], [-0.0505, -0.0530, -0.0344], [-0.0004, -0.0085, 0.0302], [0.0174, 0.0442, -0.0102], [-0.0318, 0.0398, 0.0082], [0.0522, -0.0175, 0.0516], [0.0010, 0.0379, -0.0349], [-0.0011, 0.0203, 0.0161], [-0.6790, -0.0972, 0.6063], [0.6578, -0.3161, -1.0146], [0.0255, 0.0227, 0.3431], [-0.1007, 0.0567, 0.0948], [-0.0444, 0.0801, 0.0761], [-0.0897, -0.2916, -0.2902], [0.3987, 1.1353, 0.1359], [0.0311, 0.0982, 0.0972], [0.4420, -0.5858, 0.0802], [-0.1065, 0.0666, -0.2258], [0.0426, 0.1038, -0.0223], [-0.1070, 0.2808, -0.0064]],
  "mulliken_spin": [3.171, 0.108, -0.069, 0.060, 0.214, 0.044, 0.024, 0.000, 0.043, -0.004, 0.038, 0.004, -0.003, 0.011, 0.000, 0.003, -0.014, 0.029, 0.001, 0.005, 0.003, 0.001, 0.009, 0.023, 0.001, 0.005, 0.003, -0.009, 0.001, -0.001, 0.001, 0.004, -0.002, 0.004, 0.001, 0.009, 0.002, 0.000, 0.000, 0.000, 0.001, -0.002, 0.000, 0.000, 0.000, 0.000, 0.086, 0.016, 0.005, 0.006, 0.001, 0.028, 0.081, 0.009, 0.035, 0.006, 0.001, 0.008],
  "charge": 2,
  "orbital_gap_ev": [6.685, 4.550],
  "homo_energy_ha": [-0.5310, -0.5306],
  "multiplicity": 5,
  "s2": 6.013
}

***

2.
{
  "formula": "C22H26Cl6F24O4",
  "method": "wB97M-V/def2-TZVPD",
  "elements": ["C", "C", "C", "F", "F", "F", "F", "O", "C", "C", "F", "F", "F", "F", "H", "H", "H", "H", "C", "C", "C", "F", "F", "F", "F", "O", "C", "C", "F", "F", "F", "F", "H", "H", "H", "H", "C", "C", "C", "F", "F", "F", "F", "O", "C", "C", "F", "F", "F", "F", "H", "H", "H", "H", "C", "C", "C", "O", "C", "H", "H", "H", "H", "H", "H", "H", "H", "C", "Cl", "Cl", "H", "H", "C", "Cl", "Cl", "H", "H", "C", "Cl", "Cl", "H", "H"],
  "xyz": [[-2.8722, 1.4221, -4.7345], [-2.2649, -0.0414, -4.5679], [-2.8876, -0.8981, -3.4873], [-2.0413, -1.8945, -3.2284], [-3.1471, -0.2131, -2.3483], [-2.4601, -0.5835, -5.7749], [-0.8858, 0.1401, -4.4764], [-2.5109, 2.1805, -5.8627], [-2.8642, 3.5605, -5.8899], [-2.7478, 4.1642, -7.2637], [-3.0831, 3.4591, -8.2836], [-3.3221, 5.3926, -7.4183], [-4.0795, 3.6832, -5.3528], [-2.1374, 4.1903, -4.9839], [-2.5105, 2.0212, -3.8988], [-3.9417, 1.3358, -4.5424], [-3.8301, -1.3211, -3.8350], [-1.7029, 4.3854, -7.4812], [3.8601, -3.9118, 1.7442], [4.4773, -3.9371, 3.1209], [3.5799, -3.6512, 4.2602], [2.8431, -2.5436, 4.1496], [2.7616, -4.5817, 4.3886], [5.0144, -5.1465, 3.3580], [5.6123, -3.2080, 3.0781], [2.5978, -4.5988, 1.7262], [2.0863, -5.2013, 0.5634], [0.6229, -5.7327, 0.9324], [-0.1265, -4.7192, 1.3529], [-0.0656, -6.3846, -0.0070], [1.9672, -4.3035, -0.4999], [2.9755, -6.1798, 0.2272], [4.5611, -4.2324, 0.9735], [3.5651, -2.8875, 1.5167], [4.1990, -3.5063, 5.1455], [0.6566, -6.4761, 1.7288], [1.1445, 2.5584, -3.2393], [1.5641, 2.6485, -4.7140], [2.8204, 1.9727, -5.0833], [3.1869, 2.1539, -6.3789], [3.7858, 2.3255, -4.2731], [0.6801, 2.0988, -5.4995], [1.6686, 3.9813, -4.9505], [1.3186, 1.2480, -2.5863], [1.1279, 1.1722, -1.2283], [1.2802, -0.2332, -0.7497], [1.1440, -0.4329, 0.5006], [0.4047, -1.0860, -1.1559], [1.9908, 1.8800, -0.5255], [-0.1175, 1.5648, -0.9381], [0.1368, 2.9590, -3.1293], [1.7884, 3.2388, -2.6821], [2.7439, 0.8912, -4.9717], [2.2742, -0.6129, -0.9862], [2.6436, 1.0904, 4.2684], [2.9684, 1.7232, 5.5394], [1.6922, 2.5183, 5.7367], [0.6745, 1.7286, 5.1671], [1.1869, 0.7935, 4.2890], [3.3141, 0.2502, 4.0876], [2.7340, 1.9244, 3.5723], [3.8985, 2.2907, 5.5709], [2.9356, 1.0145, 6.3669], [1.7745, 3.4760, 5.2228], [1.6287, 2.6025, 6.8216], [0.7672, 0.9274, 3.2920], [1.0314, -0.2170, 4.6670], [-2.1326, -1.3266, 0.8625], [-3.9205, -1.3240, 1.0258], [-1.3287, -0.3826, 2.1489], [-1.6928, -2.3239, 0.8750], [-1.9644, -0.8127, -0.0839], [-6.7728, 0.8305, 2.5554], [-8.3321, -0.1068, 2.5065], [-6.5318, 1.6777, 1.0146], [-6.7094, 1.5800, 3.3443], [-5.9376, 0.1309, 2.5239], [-2.4445, 0.8398, 5.3550], [-2.4461, 0.5655, 7.1051], [-3.9854, 0.5309, 4.5305], [-2.0522, 1.8070, 5.0409], [-1.8398, 0.0827, 4.8558]],
  "atomic_forces_ev_per_a": [[-0.0416, 0.3519, 2.8903], [1.1996, 4.4114, -2.3963], [-0.4072, -0.2451, -0.0117], [0.4164, -0.5174, 0.3935], [0.3672, 0.2485, -0.0798], [-0.1991, -1.4863, -0.4553], [-1.1512, -0.8059, 0.7723], [0.0408, 0.4089, -2.2703], [-1.2066, -3.2572, 2.3260], [3.3946, 2.7147, -0.7951], [-1.9762, -2.5273, -1.5868], [-0.8426, -0.2228, 1.1166], [-1.7624, 0.0725, -0.5888], [1.8693, 1.1631, 0.0862], [0.0387, -0.3867, 0.5924], [-0.2591, 0.0520, -0.6504], [-0.0733, 0.0612, -0.1717], [0.6060, -0.1129, 0.9540], [-1.3082, 0.9556, -1.2468], [1.5117, -1.0398, -2.1951], [2.6547, 3.3385, 1.5663], [-0.2701, 1.8515, -0.8715], [-3.3107, -4.6746, 0.8423], [-0.5376, -1.7510, 0.4169], [-0.2858, 1.8639, 0.0815], [-1.1277, -0.9551, -0.8469], [0.5777, 1.0696, 0.7665], [0.8989, -1.2062, 1.3188], [-0.1412, 1.0743, -0.0234], [0.3628, 0.2506, -1.5401], [0.4871, -1.1400, 1.1902], [-1.1289, 0.4291, -0.5468], [0.0480, -0.3628, 0.2581], [0.5030, 0.3223, 0.0769], [0.2534, -0.2018, 0.3222], [0.7720, 0.2649, 0.4341], [0.7177, 0.0161, 1.7073], [0.1923, 0.3028, 1.5481], [0.8341, -2.6611, -0.6423], [-0.2000, 0.7628, 0.1454], [1.8731, 1.2568, 1.0877], [-2.1232, -0.2789, -1.3935], [-0.2843, 0.2344, -0.2614], [0.1259, 0.2668, -0.8133], [-1.1750, -0.1276, -1.5869], [2.9445, -1.6347, -1.6294], [0.5987, 1.7254, 5.7648], [-3.0087, -1.8249, -3.9401], [0.7615, 1.2725, 0.4785], [-0.8133, 0.8283, 0.4821], [-0.2070, -0.4244, -0.2205], [0.1246, 0.1487, -0.2120], [-0.6209, -0.1552, 0.0318], [0.4235, 0.3191, -0.7203], [1.5320, -0.2085, -1.8479], [-0.5258, 0.0979, 1.8383], [1.1441, 0.3628, 0.5264], [-1.5590, 1.0849, 1.2480], [0.5594, -1.0745, -0.3119], [-0.2050, 0.0306, -0.6858], [0.6197, -0.3718, -0.7909], [-0.1517, 0.0262, -0.0525], [0.5443, -0.3362, 0.0268], [-0.2977, 0.2988, 0.1865], [-1.0045, 0.5415, -0.1030], [-0.2315, -0.2399, 0.0304], [-0.4457, -0.2131, -0.0818], [-0.1534, 0.6328, -0.1954], [0.5661, -0.3272, 0.1313], [-0.3758, -0.2434, -0.1851], [-0.4548, 0.0872, 0.0291], [0.2434, -0.2013, 0.2382], [-0.0065, -0.4821, -1.0015], [0.9568, 0.6726, 0.3857], [-0.1785, 0.3622, -0.1566], [-0.3736, -0.4793, 0.0464], [-0.3840, -0.0799, 0.6981], [0.5785, -0.7555, -1.0189], [-0.1039, 0.2824, -0.5367], [-0.5124, 0.3444, 0.3765], [-0.2882, 0.0384, 0.6121], [0.3714, 0.1120, 0.6401]],
  "lowdin_charge": [-0.069, -0.387, -0.315, 0.119, 0.089, 0.128, 0.084, 0.026, -0.520, -0.343, 0.166, 0.094, 0.153, 0.164, 0.132, 0.140, 0.178, 0.174, -0.030, -0.473, -0.440, 0.115, 0.211, 0.131, 0.126, -0.003, -0.419, -0.308, 0.112, 0.106, 0.102, 0.130, 0.155, 0.144, 0.180, 0.169, 0.007, -0.508, -0.359, 0.105, 0.138, 0.163, 0.132, 0.041, -0.590, -0.439, 0.120, 0.150, 0.186, 0.160, 0.143, 0.143, 0.177, 0.178, -0.206, -0.192, -0.204, -0.127, -0.252, 0.117, 0.125, 0.126, 0.120, 0.123, 0.123, 0.081, 0.122, -0.946, 0.520, 0.580, 0.029, -0.007, -1.010, 0.463, 0.476, 0.024, -0.061, -1.047, 0.525, 0.524, 0.035, -0.034],
  "orbital_gap_ev": 10.173,
  "relative_energy_kcal_mol": 100.7,
  "smiles": "FC(F)C(F)(F)COC(F)(F)C(F)F.FC(F)C(F)(F)COC(F)(F)C(F)F.FC(F)C(F)(F)COC(F)(F)C(F)F.C1CCOC1.ClCCl.ClCCl.ClCCl",
  "homo_energy_ha": -0.3627
}